Formula: C86H220N12O28
Source: the OMol25 dataset
Level of theory: ωB97M-V/def2-TZVPD

For the HOMO-LUMO gap, the calculation gives 8.707 eV.

Last column: Mulliken charge in e.
Cartesian coordinates (Å):
H -5.575 -4.157 -5.263  0.109
H -4.941 1.859 -6.624  0.708
H -3.208 -4.670 -5.349  -0.174
H 3.192 1.865 -1.804  -0.109
C -1.488 0.990 1.301  1.035
C -10.036 -3.627 5.595  -0.910
H -6.329 -4.424 5.946  0.169
H 4.081 4.173 3.543  0.119
C -4.511 0.892 -6.361  -0.924
H 1.924 6.548 2.137  0.398
H -0.408 2.594 2.271  -0.413
O -5.546 -0.044 -6.092  -0.206
O -7.050 -0.579 1.028  -0.613
H -4.566 -0.652 0.087  -0.266
H 2.971 5.739 5.620  0.031
C -2.320 4.850 2.992  0.897
C -1.801 -2.021 -7.909  1.564
H -0.185 2.213 8.764  0.378
H 12.911 2.744 2.064  0.260
O -0.360 -6.372 -5.174  -0.694
C 3.125 2.801 -2.359  0.381
H 4.874 0.843 -4.888  0.157
H -3.882 0.563 -7.189  0.294
C 1.591 3.803 -6.637  -0.971
H 2.783 3.108 6.091  0.214
H 10.084 1.275 3.908  0.352
H -9.102 -1.079 5.351  0.374
H 1.483 0.674 -9.154  0.369
H -4.472 -5.266 -3.248  0.278
H -0.257 -4.770 -0.145  0.754
C -1.685 1.952 -6.054  -1.285
H 4.936 -2.771 -0.691  0.398
H 3.991 1.364 6.305  -1.044
O 1.711 5.666 3.960  0.272
C 5.056 0.152 -5.711  -0.811
C 2.026 3.491 6.776  -1.202
H 8.069 -7.878 -2.270  0.294
C -6.539 -1.569 0.169  0.651
H 2.564 2.637 9.536  0.386
H 6.433 -0.165 1.554  -0.024
C 2.454 1.882 8.758  -1.348
H 1.449 -1.075 -6.769  -0.817
H 3.071 -2.513 6.708  0.602
H -3.825 3.609 0.660  0.038
H -1.042 1.396 3.315  -0.035
H 3.822 0.206 0.386  -0.406
H -4.121 -2.838 7.005  0.220
H 3.977 -3.303 1.567  0.400
O 7.040 0.000 -2.478  -0.395
H -2.657 -4.942 -0.138  0.401
C 3.303 -1.453 6.598  -0.974
H -0.120 5.288 -3.365  0.152
H 12.545 1.885 3.455  0.320
H -4.091 6.655 -4.544  0.453
O 2.507 -0.797 5.659  0.722
H 2.512 4.227 7.416  0.495
H 7.105 -5.805 -0.757  0.297
C 6.396 -2.248 -1.996  -0.622
O -1.448 -3.324 0.475  -0.070
C -5.338 -0.992 -0.603  -0.254
H 7.896 -4.730 -1.865  0.398
H -0.074 4.796 1.894  -0.458
H -10.545 -3.007 6.333  0.348
H 4.882 -1.438 5.087  0.167
H -2.304 -5.306 -6.608  0.482
H -3.182 3.095 -5.245  0.640
O 2.290 -5.606 -4.780  -0.746
C -1.839 -2.305 3.340  -0.736
H -2.601 0.182 -0.882  0.046
C 7.987 -7.059 -2.985  -0.837
H -5.297 0.984 4.870  0.366
O -5.565 4.261 -0.249  -0.496
H 1.875 4.559 0.087  -0.294
H -1.464 -1.939 6.086  0.209
H 5.886 -0.406 -0.922  -0.552
H -4.275 -3.493 -3.287  0.145
H 5.393 3.213 5.918  0.364
C 1.794 3.864 -0.749  0.186
N -2.779 2.180 -5.103  0.826
H -5.590 6.255 0.372  0.339
H -5.483 1.730 1.404  0.500
C 3.662 -3.853 -5.445  -1.564
H 1.753 2.892 -0.257  -0.240
H 4.937 0.978 4.908  -1.085
H -1.385 -1.314 3.367  0.452
C -1.929 3.074 5.573  -0.562
C 1.139 -1.059 5.925  -1.776
O 0.653 2.730 -6.653  -0.410
C 1.136 6.425 2.880  -1.149
H 5.614 -2.141 -2.748  0.172
H -2.943 3.412 -3.329  -0.844
H 3.416 1.608 8.325  0.212
H -0.498 -2.258 -9.679  0.336
C -0.340 -3.695 -0.305  -0.635
H -7.012 -1.185 -7.045  0.171
H 12.720 0.970 1.863  0.293
H -1.481 -4.111 7.460  0.373
H -0.666 6.509 1.716  0.276
H 1.817 -2.113 -9.178  0.321
C 1.746 1.601 2.844  -0.255
H -3.717 5.033 -0.295  0.671
H 2.305 -2.206 3.149  0.627
H 1.347 -5.764 -4.696  0.322
O 3.001 3.896 -1.502  -0.640
O 0.711 0.813 2.353  1.081
H -4.833 -1.713 -1.246  0.047
C -4.122 5.095 -3.064  -0.677
H -2.967 -3.337 -0.951  -0.007
H 3.273 7.019 4.411  0.323
C 2.508 6.418 4.903  -0.946
H 3.610 0.854 -7.786  0.482
H -4.501 -1.863 4.437  0.585
C -3.522 5.269 -6.787  -1.081
H 8.665 0.951 1.251  0.107
C -6.214 -2.748 0.898  -0.624
H -5.469 -2.632 1.685  -0.391
C -3.845 -4.024 8.555  -0.552
H 5.708 -0.612 -5.288  0.245
H -2.510 5.921 -4.201  0.184
C 6.402 0.548 2.378  0.802
H 5.133 -4.357 -2.554  -0.430
H -4.321 4.508 3.825  0.118
O -6.828 -5.345 -4.209  -0.614
C 3.655 -2.268 1.454  -1.346
C -4.705 0.309 4.252  -0.853
O 6.881 -6.204 -2.782  -0.207
H -2.647 -2.196 2.616  -0.321
C 0.904 0.050 -3.735  -1.521
O -8.710 -3.068 5.362  -0.105
H 4.380 -1.721 2.058  0.084
C -4.985 -4.309 -3.152  -0.631
C -7.165 -1.533 4.370  -0.008
H 0.987 1.070 -4.109  -0.257
H 6.598 2.631 1.535  0.452
H -7.335 -1.799 -0.538  0.329
N -0.625 4.260 -0.849  -0.252
C 4.797 -1.338 6.169  -0.636
H 6.150 2.354 7.302  0.575
H -0.721 -0.377 -8.196  0.251
H 0.898 1.179 -7.799  0.118
H -4.443 1.401 -4.332  0.051
H -2.806 5.531 2.295  0.337
C 1.440 2.348 7.668  1.694
H -10.612 -3.676 4.671  0.348
H -1.863 -4.795 -2.790  -0.068
C -1.341 -5.625 -3.268  -1.330
H -1.201 1.327 -2.684  -0.392
H -3.244 -4.113 9.461  0.378
C 5.838 1.919 1.859  -0.316
C 3.241 -0.511 -0.194  0.279
H 5.667 0.121 3.062  -1.219
H 0.876 -3.575 -3.405  -0.089
C 2.332 -4.207 -4.947  1.267
C -6.276 -0.402 -7.226  -0.836
H 7.534 -0.949 -0.722  0.255
C -1.517 0.111 -0.971  -0.102
H 7.952 -7.395 -4.021  0.251
H -5.617 -0.716 -8.036  0.341
C -1.409 -2.663 -9.240  -1.521
H 3.482 -0.311 -1.238  0.078
H -7.660 -4.648 7.107  0.031
C 2.536 -1.576 -8.560  -1.495
H 6.494 -0.171 6.333  0.400
H 2.508 3.484 -7.133  0.367
H 0.650 6.284 -2.161  0.375
C -0.189 5.773 2.363  0.352
H 8.934 -6.520 -2.958  0.344
H 0.913 -0.791 6.958  0.548
H 2.100 0.962 9.223  0.409
N -0.934 1.117 -0.087  1.465
H -0.594 5.145 4.229  0.320
H 0.858 -2.102 5.780  0.536
C -2.533 -5.500 -5.560  -1.051
H 7.857 1.761 -2.737  0.369
H -4.244 2.057 2.617  -0.240
H -3.277 5.245 5.040  0.554
C -3.568 5.716 -4.362  -0.822
H 7.113 4.184 5.003  0.254
H -4.194 5.904 -2.336  0.494
H 0.411 -3.076 2.064  0.231
H -2.276 1.743 1.295  -0.613
H -4.110 6.164 -6.987  0.400
H 4.035 2.822 -2.960  0.342
C 6.730 -0.850 -1.450  0.721
H -1.313 0.934 -5.933  0.079
H -1.223 -0.849 -0.547  -0.520
H 5.419 -2.108 6.625  0.526
H 3.085 -1.062 -9.350  0.463
C 5.911 2.310 6.240  -1.025
C -1.020 0.299 -2.369  -0.375
O 3.582 -1.857 0.065  0.360
C -6.991 -3.080 -4.069  -1.238
C 2.225 -2.155 2.063  0.578
H 1.611 -3.892 -5.702  -0.163
H 1.550 5.385 -3.240  0.331
C -5.278 -3.552 8.842  -0.846
H -2.476 5.387 -7.072  0.287
C 0.905 -2.866 0.127  0.826
H 1.262 3.984 6.175  0.099
H -1.586 -0.309 -3.075  0.305
H -0.957 3.131 5.083  -0.159
H -3.504 -3.633 0.697  0.057
C -1.275 -5.398 -4.756  1.794
H -1.310 -3.713 -8.964  0.345
H -1.879 3.912 6.268  0.590
C 4.717 3.899 2.702  -1.104
H -2.083 3.937 2.447  -0.438
H -6.810 0.478 -7.583  0.356
H -0.491 -3.483 -1.363  -0.203
H -3.677 0.671 4.248  -0.230
H -2.780 -4.792 6.457  0.474
H 0.555 -0.446 5.240  0.193
H 3.118 -2.344 -8.051  0.183
H -1.127 -3.006 2.905  0.719
C -5.925 5.288 0.747  -0.583
H -6.450 -2.165 -3.826  0.244
H 1.759 7.039 5.394  0.446
H -6.829 -5.612 -3.287  0.410
H -5.952 -3.575 0.238  0.235
H -1.151 -2.349 -7.097  -0.345
H -3.613 -1.612 -6.717  -0.070
H -0.737 3.388 -0.352  -0.193
C 0.665 5.291 -2.609  -1.645
N -3.122 4.105 -2.617  0.777
N 5.516 -0.133 6.581  -0.332
H 1.917 -1.129 1.857  -0.734
H -5.800 -4.180 9.563  0.422
H 6.276 1.771 -1.827  -0.053
H -9.928 -4.651 5.953  0.241
H 1.079 1.601 6.961  -0.634
H -4.026 -2.110 -8.316  0.362
H -7.562 -2.933 -4.986  0.279
C 6.986 -5.313 -1.723  -0.736
H 10.506 0.139 2.565  0.407
C 5.674 -4.474 -1.615  0.366
C -5.245 1.655 2.465  -0.936
H 8.525 2.370 2.297  0.157
H 1.895 4.242 -5.687  0.198
C -2.272 -3.872 6.748  -1.325
C -3.729 1.051 -5.078  -0.844
H -9.192 -1.902 3.785  0.465
H 7.834 1.378 -1.054  0.021
O -1.628 -0.681 -8.117  -0.487
H 1.926 -0.331 -3.716  0.151
H -5.473 5.091 1.718  0.032
O -2.432 -2.910 4.505  -0.261
H -0.372 -5.730 -2.780  0.436
C 7.245 1.292 -1.967  -0.199
C -3.304 4.531 4.217  -1.288
H 8.587 3.290 4.713  0.207
C -1.692 -2.926 5.684  -0.081
H 7.252 -2.727 -2.470  0.322
H 7.514 1.209 3.843  0.462
H 0.730 -1.832 -0.168  -0.421
H 4.407 -4.362 -4.834  0.270
O 3.906 -0.446 -6.235  -0.039
C -3.740 3.273 -1.542  -0.270
H -0.356 -6.295 -6.131  0.424
H -5.119 -2.651 9.435  0.361
H 0.036 0.883 0.065  -0.578
H -1.787 -0.032 1.533  -0.388
H -6.995 5.398 0.923  0.324
H -5.680 -0.121 -1.163  0.436
C 7.776 3.431 5.428  -0.813
H 3.856 -2.781 -5.427  -0.012
H -4.336 -0.972 5.911  0.670
H 2.660 1.014 2.928  -0.089
C -6.581 -4.527 7.001  -0.471
C 0.531 4.048 -1.630  2.744
H 0.847 7.419 3.220  0.477
O 0.302 2.903 8.307  -0.615
O 5.042 2.512 2.891  0.994
H -3.474 -3.303 -7.177  0.206
H 5.618 4.509 2.638  0.368
H 4.250 4.119 1.742  0.202
H -0.436 3.198 -5.038  -0.199
O -5.167 0.279 2.907  0.692
C -3.302 -2.282 -7.519  -1.110
H -7.117 -3.098 1.397  0.449
N -1.103 5.552 3.458  -0.271
H -6.769 -2.221 3.623  0.074
H -3.102 -6.425 -5.473  0.384
H -1.906 -6.529 -3.040  0.542
H -4.462 2.533 -1.886  1.232
H 5.256 1.724 0.958  -0.113
C -6.004 -4.223 -4.263  0.634
C 10.152 1.136 2.829  -0.778
C 4.997 1.085 5.991  1.975
C -8.648 -1.849 4.728  -1.140
H 1.098 4.592 -7.205  0.425
H -2.976 2.539 -1.286  -0.647
H -5.543 -4.238 -2.219  0.235
O -3.814 4.787 -5.449  -0.420
H -7.714 -3.127 -3.254  0.279
O 7.093 2.159 5.510  -0.401
N -6.288 -1.305 5.502  -0.140
C -4.186 4.050 -0.270  -0.491
O 11.021 2.049 2.123  -0.319
H -2.171 -2.602 -10.017  0.342
H 2.675 1.100 -6.281  -0.024
H 4.981 -5.074 -1.025  0.471
C 12.360 1.859 2.381  -0.781
C 1.935 -0.537 -7.583  1.958
H -0.744 -3.447 5.550  0.469
N -3.298 -3.170 7.488  -0.188
H -3.800 4.526 -7.535  0.338
H -7.228 -0.562 3.878  0.061
H -1.477 4.357 -1.383  0.170
N 5.835 -3.117 -0.997  -0.215
H 0.370 -0.551 -4.472  0.584
N 7.673 0.616 3.041  -0.155
H -6.077 -5.367 7.479  0.442
C -0.551 1.516 2.349  -0.361
C -4.935 -1.039 5.003  -1.049
O 0.327 -0.125 -2.433  1.499
H 2.561 -3.828 -2.735  0.096
H -0.987 3.955 -6.582  -0.066
H -5.091 4.654 -3.297  0.445
H -2.000 1.861 -7.093  0.654
C 1.949 -3.542 -3.590  0.354
C 8.715 1.297 2.283  -0.188
H 2.097 -2.464 -3.661  -0.318
O -3.118 3.238 4.802  -0.204
H 2.189 -0.246 -0.096  -0.208
H 2.368 2.803 -3.143  -0.381
C -0.612 3.050 -6.103  0.560
H -3.370 0.097 -4.691  0.228
H 3.708 -4.318 -6.430  0.486
C -2.720 -3.859 -0.026  -0.466
H -3.988 -4.995 8.081  0.291
N 1.030 0.325 -8.321  -0.505
H -6.283 -2.084 6.145  0.295
H 8.097 3.664 6.443  0.346
H 5.666 0.638 -6.472  0.416
N 1.255 -3.122 1.511  -0.352
H -1.970 2.178 6.193  0.340
O -6.172 -3.306 7.720  -0.466
H 3.199 -0.949 7.559  0.292
H -6.031 2.160 3.027  0.452
H -6.299 -0.268 1.540  0.170
C 3.083 0.360 -6.970  -0.717
H -0.863 -4.408 -4.954  -0.650
H 1.530 1.944 3.856  0.080
H 0.413 3.157 -2.246  -1.361
H 2.038 2.406 2.170  -0.379
H 1.689 -3.167 -0.568  0.012